Entry 1:
ORCA calculation (ωB97M-V with the def2-TZVPD basis set) on a cluster of 11 separate species, C27H76O11 in total at a distorted geometry.

As for the orbital gap: 10.3 eV. The total charge is 0. The SMILES is CC(C)O.CC(C)O.CC(C)O.CC(C)O.CC(C)O.CCO.CCO.CCO.CCO.CCO.CCO.

Structure (XYZ):
```
114
Properties=species:S:1:pos:R:3:forces:R:3
C 12.3011 16.9556 -19.4780 0.7 -0.1 1.7
C 13.7644 17.3278 -19.1663 0.2 -1.2 -0.6
C 13.9867 17.6211 -17.7234 0.0 1.0 1.8
O 14.5949 16.1514 -19.3967 -0.7 0.1 -0.8
H 11.7120 17.6902 -18.9289 -0.4 0.3 -0.6
H 12.1475 16.0778 -18.8503 -0.2 -0.5 -0.4
H 11.9650 16.7669 -20.4975 0.4 0.3 0.1
H 14.0943 18.1489 -19.8028 0.1 0.1 0.0
H 13.5948 16.8800 -17.0268 -0.1 -0.5 -0.4
H 13.5903 18.5448 -17.3019 -0.3 0.4 -0.6
H 15.0500 17.6878 -17.4931 0.2 -0.1 -0.2
H 15.4831 16.3247 -19.0761 0.1 0.1 0.0
C 21.3830 13.8863 -10.4598 -0.3 -0.2 0.4
C 22.6801 13.8961 -9.6161 -0.5 -1.4 -0.1
C 22.6046 12.9184 -8.4621 -0.5 -0.8 0.0
O 23.7871 13.4301 -10.3981 0.1 0.9 -0.1
H 21.4233 13.1283 -11.2421 0.3 0.2 -0.3
H 21.0859 14.8566 -10.8577 0.4 0.0 -0.2
H 20.5143 13.5477 -9.8951 0.1 0.1 0.4
H 22.8049 14.8718 -9.1466 0.5 0.4 -0.5
H 22.7054 11.8780 -8.7709 -0.2 0.0 -0.7
H 21.5949 12.9982 -8.0594 0.3 0.1 0.9
H 23.4407 12.9774 -7.7652 -0.3 0.7 0.3
H 23.5001 13.3980 -11.3137 0.2 0.1 -0.1
C 16.0816 12.0119 -16.7551 -0.4 0.7 -0.4
C 17.2343 11.5282 -15.9257 0.7 0.3 -0.1
C 17.0138 11.5411 -14.4274 -0.8 0.6 -0.5
O 17.6097 10.2356 -16.3503 0.4 -0.8 -0.1
H 15.1303 11.5683 -16.4611 -0.1 -0.2 0.0
H 16.2720 11.7986 -17.8069 0.0 -0.2 0.0
H 15.9396 13.0921 -16.7194 0.1 0.1 0.3
H 18.1188 12.1116 -16.1812 0.0 0.3 0.1
H 16.7152 12.5334 -14.0894 0.5 0.3 0.0
H 17.9032 11.1847 -13.9078 -0.4 -0.2 0.2
H 16.0814 10.9999 -14.2669 0.3 -0.7 0.5
H 16.8322 9.6761 -16.4136 -0.2 -0.1 0.0
C 23.6373 9.6980 -18.1503 0.5 -0.6 -0.1
C 22.5316 9.1852 -17.2547 0.9 -0.1 0.7
C 22.9906 8.3573 -16.0103 0.0 -0.5 -0.5
O 21.8689 10.3148 -16.7637 -1.0 0.7 0.1
H 23.3008 10.3364 -18.9671 -0.4 0.0 0.2
H 24.0545 8.8138 -18.6322 0.5 0.1 0.0
H 24.4014 10.2491 -17.6022 0.1 -0.2 0.1
H 21.8725 8.6176 -17.9117 -0.2 -0.4 0.2
H 22.1549 8.0542 -15.3796 -0.4 0.2 -0.2
H 23.6539 8.8844 -15.3244 0.1 0.4 -0.4
H 23.4725 7.4113 -16.2571 0.2 0.0 -0.3
H 21.0201 9.9975 -16.4468 -0.3 0.3 0.3
C 9.2519 8.6424 -15.6592 1.1 0.8 0.2
C 10.0394 9.7258 -16.4837 -1.8 -0.2 2.0
C 10.6706 10.7896 -15.5514 0.9 -1.4 -0.7
O 10.9742 9.0379 -17.2670 0.6 0.4 -0.6
H 8.6872 9.1501 -14.8773 -0.5 -0.3 -0.2
H 9.9949 8.0315 -15.1465 0.3 0.1 0.1
H 8.6943 7.8971 -16.2266 -0.4 0.5 -0.3
H 9.3464 10.3089 -17.0902 -0.2 -0.2 -0.4
H 11.3465 10.2822 -14.8630 0.0 0.0 0.2
H 9.9493 11.3600 -14.9662 0.0 0.0 -0.4
H 11.3160 11.3924 -16.1901 -0.2 0.5 0.2
H 10.4741 8.7829 -18.0458 0.3 -0.3 -0.2
C 19.1795 18.1823 -20.2616 -0.3 0.4 0.0
C 19.7396 17.3855 -19.0791 -0.6 -0.2 -1.6
O 18.7886 16.4033 -18.6773 0.0 0.1 0.5
H 18.1989 18.6342 -20.1119 0.0 0.0 0.7
H 18.9921 17.5528 -21.1315 0.5 -0.2 -0.1
H 19.8413 19.0097 -20.5178 0.2 -0.1 -0.2
H 20.0498 18.0493 -18.2721 -0.1 -0.3 0.2
H 20.5778 16.8260 -19.4945 0.6 0.4 0.4
H 19.1126 15.5691 -19.0250 -0.2 -0.2 0.1
C 13.6178 14.0230 -10.7422 0.2 -1.6 0.4
C 12.8248 15.2371 -10.4216 -0.6 0.9 -0.8
O 13.4309 16.2290 -9.6020 0.3 -0.1 -0.2
H 14.4401 14.1254 -11.4503 0.1 0.4 0.3
H 12.9499 13.2947 -11.2020 -0.2 0.0 -0.2
H 13.9446 13.4866 -9.8513 0.4 0.2 0.1
H 11.8542 14.9912 -9.9908 0.1 -0.2 0.2
H 12.6242 15.7028 -11.3865 -0.4 0.1 -0.2
H 13.6034 16.9506 -10.2112 0.2 0.2 0.4
C 15.8294 8.2728 -20.2001 0.5 0.5 -0.2
C 15.0642 7.3315 -19.2541 -0.2 -0.8 -2.1
O 14.8737 7.7532 -17.9704 0.2 1.2 2.0
H 15.9916 7.8874 -21.2067 -0.1 -0.6 0.1
H 16.8241 8.5343 -19.8392 0.1 -0.4 0.4
H 15.4170 9.2566 -20.4237 -0.8 0.0 0.5
H 15.5566 6.3615 -19.1845 0.4 0.1 -0.1
H 14.0736 7.0856 -19.6367 -0.1 0.0 -0.7
H 14.1411 8.3736 -17.9726 -0.1 0.1 0.2
C 18.5381 12.8583 -21.8395 -1.3 0.7 -1.3
C 19.5012 12.1119 -21.0369 0.9 -0.7 -0.9
O 19.4887 12.6976 -19.7985 0.1 0.1 2.4
H 17.6217 13.0463 -21.2800 0.0 -0.1 0.2
H 18.2307 12.3350 -22.7450 0.3 0.1 -0.2
H 18.9736 13.8302 -22.0714 -0.2 0.1 -0.3
H 20.5075 12.2518 -21.4316 0.2 -0.4 -0.5
H 19.2802 11.0461 -20.9798 -0.1 -0.2 -0.1
H 19.8539 12.0178 -19.2275 0.1 0.4 0.7
C 12.3383 11.3444 -23.0810 0.6 0.1 0.3
C 12.8469 12.3139 -21.9960 -0.3 0.1 -1.2
O 12.7332 13.6335 -22.5357 0.2 0.1 -0.1
H 12.9128 11.4847 -23.9967 -0.1 0.6 -0.1
H 11.2800 11.4766 -23.3057 0.1 -0.1 0.1
H 12.5930 10.3065 -22.8664 -0.5 -0.1 0.5
H 13.9064 12.1236 -21.8245 0.0 -0.3 0.4
H 12.2616 12.3260 -21.0765 0.1 -0.7 0.2
H 13.3490 14.1692 -22.0303 -0.1 0.3 0.0
C 16.2848 4.4981 -14.6409 0.3 -0.8 -0.6
C 15.8806 5.4766 -13.5267 -0.1 -0.1 -1.5
O 14.7020 6.2151 -13.9240 0.2 -0.5 0.9
H 15.5984 3.7153 -14.9638 -1.0 0.3 0.6
H 17.1409 3.8522 -14.4459 0.5 0.5 0.6
H 16.5078 4.9797 -15.5929 0.1 0.6 0.1
H 16.7038 6.1712 -13.3594 0.1 0.1 0.0
H 15.7092 4.9676 -12.5782 -0.5 0.1 -0.2
H 14.8816 6.7230 -14.7187 0.3 -0.1 -0.1
```
Positions in Å, forces in eV/Å.


Entry 2:
ORCA calculation (ωB97M-V with the def2-TZVPD basis set) on a structure of composition C27H78AlClF2N13O15P4S2 at a distorted geometry.

As for the orbital gap: 1.4 eV. The total charge is +1.

Structure (XYZ):
```
143
Properties=species:S:1:pos:R:3:forces:R:3
Al -3.0295 -7.0771 1.1611 0.0 0.4 0.0
N -4.6862 -5.0097 1.6776 1.4 3.4 0.8
S -6.1063 -4.6683 1.1486 -5.3 -3.7 -3.1
O -6.2177 -4.3260 -0.2454 0.2 1.2 1.1
O -7.0318 -4.1183 2.1115 1.1 0.2 -0.5
F -6.5885 -6.2077 0.9978 0.2 0.4 0.8
S -4.3132 -3.4046 2.0507 5.1 1.7 1.7
O -4.2240 -3.1065 3.4471 -1.4 -0.8 0.0
O -4.6714 -2.2900 1.1988 -0.7 -1.7 0.1
F -2.7183 -3.4890 1.7679 -0.7 -0.6 -0.6
Cl -4.6695 -5.2656 -3.0041 1.1 -2.2 -0.3
O -4.6499 -6.0328 -1.7719 -0.2 0.7 0.1
O -3.6923 -5.9043 -3.8567 -0.4 0.2 -0.5
O -5.9882 -5.3453 -3.6047 0.4 0.7 0.4
O -4.1926 -3.9256 -2.8126 -0.8 0.8 0.4
O -1.0206 -5.8248 2.7172 0.1 0.0 0.0
P -0.4987 -5.4582 4.0624 0.1 0.3 1.6
N -1.6296 -4.7994 5.1385 0.7 0.3 -0.1
C -2.7800 -5.4958 5.7297 0.0 -0.5 -1.4
C -1.5822 -3.4002 5.5159 0.1 1.3 -0.8
N 0.8249 -4.3855 4.0202 -1.1 0.5 -0.4
C 1.5388 -4.1040 5.2819 0.4 -1.9 -0.8
C 0.8027 -3.2574 3.0786 -0.9 -0.7 -0.3
N 0.0986 -6.7749 4.9177 0.8 0.1 -0.2
C 1.2204 -7.4911 4.2886 0.4 0.9 -0.2
C 0.0733 -6.9034 6.3644 -1.1 -0.1 1.2
H -3.2682 -4.8662 6.4687 0.3 -0.1 0.3
H -2.4788 -6.4705 6.1092 -0.1 0.1 0.4
H -3.5506 -5.6837 4.9743 0.0 0.0 -0.1
H -0.7227 -2.8435 5.1374 0.5 -0.7 0.4
H -1.6245 -3.2722 6.5977 -0.1 0.0 0.0
H -2.3302 -2.7700 5.0162 -0.7 -0.6 0.4
H 2.3009 -4.8880 5.3746 0.0 0.0 0.3
H 2.1198 -3.1936 5.1774 -0.5 0.4 0.4
H 0.8682 -4.2379 6.1282 0.2 0.8 0.3
H 0.3915 -3.6418 2.1425 0.5 0.1 -0.2
H 0.0960 -2.4615 3.3450 0.2 0.2 0.3
H 1.8014 -2.8438 2.9666 0.0 -0.1 -0.2
H 0.9793 -8.5342 4.1080 0.2 -0.1 0.0
H 1.5628 -6.9814 3.3833 -0.7 -0.3 -0.4
H 2.1365 -7.3421 4.8684 -0.2 -0.6 0.5
H -0.7564 -7.5355 6.7011 -0.1 0.0 -0.2
H -0.0586 -5.9683 6.9131 -0.1 0.2 -0.3
H 0.9146 -7.3797 6.8721 0.6 0.1 -0.9
O -1.7947 -2.0115 -2.3038 -0.4 0.8 -0.1
P -1.8846 -0.5884 -1.9279 0.5 -0.4 0.1
N -3.4568 -0.2365 -1.2755 1.0 0.2 0.3
C -4.5870 -1.0947 -1.5016 -0.5 1.0 0.0
C -3.5875 0.8037 -0.2796 -0.1 0.6 0.4
N -1.7119 0.4878 -3.2112 0.3 -0.5 1.2
C -1.2564 0.0396 -4.5102 -0.2 -0.7 -0.9
C -1.7792 1.9278 -3.0650 -0.3 0.9 -0.2
N -0.8610 -0.0881 -0.7062 0.3 -0.1 -0.9
C -0.9610 -0.5959 0.6559 -0.7 0.3 0.5
C 0.4457 0.5540 -1.0219 -1.3 -0.4 0.3
H -5.4121 -0.6601 -0.9376 -0.1 -0.2 0.1
H -4.4425 -2.1282 -1.1846 0.2 -0.3 -0.2
H -4.8820 -1.0782 -2.5567 0.2 -0.3 -0.2
H -2.8351 1.5946 -0.2928 0.2 -0.3 -0.7
H -3.4472 0.4276 0.7415 -0.5 -0.4 0.0
H -4.5441 1.3226 -0.3461 -0.2 -0.4 0.0
H -1.5602 -0.9740 -4.7787 -0.1 -0.1 0.7
H -1.7149 0.6267 -5.3085 0.2 0.4 0.2
H -0.1677 0.0534 -4.6051 0.0 0.3 0.0
H -1.9334 2.3044 -2.0550 -0.3 -0.5 0.1
H -0.8997 2.4963 -3.3870 0.3 -0.6 -0.2
H -2.5911 2.2879 -3.7032 -0.1 0.1 0.2
H -0.0168 -0.8674 1.1297 0.3 0.1 -0.5
H -1.3876 0.2166 1.2537 0.0 -0.2 0.4
H -1.5891 -1.4797 0.7799 -0.2 0.1 -0.4
H 1.2148 -0.0848 -0.5943 0.3 0.1 -0.2
H 0.4520 1.5383 -0.5535 0.3 0.1 -0.1
H 0.5360 0.6248 -2.1020 0.3 0.1 0.1
O -11.6548 -1.9047 -2.3132 1.1 -0.8 -0.2
P -10.3009 -2.4945 -2.1938 0.9 0.9 0.8
N -9.2743 -1.9000 -0.9710 -1.1 0.1 -0.1
C -9.3341 -2.4873 0.3518 0.5 -2.3 0.5
C -9.2029 -0.4392 -0.8269 -0.6 0.1 0.0
N -9.2684 -2.1475 -3.5126 0.2 0.0 -0.8
C -9.8741 -1.8211 -4.8032 -1.4 0.0 0.7
C -7.8323 -2.2923 -3.5331 0.6 0.8 0.2
N -10.2058 -4.1605 -2.1040 0.1 -0.5 0.6
C -8.9097 -4.8480 -1.9648 -0.4 0.6 -0.3
C -11.3615 -5.0448 -2.0698 -0.8 0.3 -0.2
H -9.1485 -3.5661 0.2668 -0.1 0.1 -0.1
H -10.2618 -2.4487 0.9320 -0.2 0.7 -0.3
H -8.4904 -2.2144 0.9862 -0.1 0.6 -0.2
H -9.1423 0.0894 -1.7778 0.4 -0.2 -0.1
H -8.3708 -0.2518 -0.1491 0.2 0.3 -0.3
H -10.0974 -0.0298 -0.3430 0.0 -0.2 0.1
H -9.7571 -2.5154 -5.6382 0.8 -0.2 0.3
H -10.9495 -1.8450 -4.6122 0.0 0.4 -0.2
H -9.5999 -0.8131 -5.1153 0.2 0.0 0.0
H -7.3744 -1.4059 -3.9943 -0.3 0.0 -0.7
H -7.3097 -2.2199 -2.5787 -0.7 -0.8 0.4
H -7.5171 -3.1712 -4.1006 0.1 -0.1 0.0
H -8.9849 -5.5981 -1.1777 0.1 0.1 0.1
H -8.6588 -5.3578 -2.8994 0.1 0.1 0.0
H -8.1527 -4.1078 -1.7214 0.2 -0.3 0.0
H -12.2304 -4.5412 -1.6468 0.1 0.2 0.0
H -11.1751 -5.9331 -1.4665 0.4 0.1 0.1
H -11.6684 -5.4043 -3.0557 0.2 0.1 -0.2
O -9.6360 -4.4399 8.1629 0.6 -0.2 -0.1
P -8.3672 -4.2934 7.4112 0.2 0.5 0.6
N -7.8516 -5.7711 6.7624 -0.8 -0.3 0.7
C -8.8482 -6.8476 6.7161 -0.7 0.4 -0.4
C -6.5308 -6.1611 6.3005 -0.6 0.1 -0.7
N -7.1186 -3.6499 8.3636 -0.3 0.4 -1.4
C -7.1685 -3.6108 9.8270 -0.7 -0.6 -0.5
C -5.7760 -3.6042 7.8034 0.1 0.5 0.2
N -8.5432 -3.1905 6.1377 1.0 -1.1 0.1
C -9.2630 -3.5468 4.9320 -0.5 -0.1 0.2
C -8.3850 -1.7586 6.3339 -1.1 -0.7 0.8
H -8.5646 -7.8227 7.1159 0.6 0.3 0.3
H -9.1274 -7.0313 5.6728 0.0 0.0 -0.1
H -9.7351 -6.5125 7.2506 0.0 -0.1 0.0
H -6.1419 -5.3431 5.6944 0.6 -0.1 0.3
H -6.6491 -7.0093 5.6201 -0.1 0.1 -0.1
H -5.8843 -6.5359 7.0970 0.2 0.4 0.1
H -6.2056 -3.2895 10.2138 0.1 -0.1 -0.1
H -7.9261 -2.9048 10.1641 -0.1 -0.2 0.1
H -7.3985 -4.6217 10.1719 0.0 0.2 0.5
H -5.1943 -2.8441 8.3307 0.0 -0.2 0.3
H -5.3111 -4.5854 7.9055 0.5 0.2 -0.1
H -5.7274 -3.2475 6.7711 -0.4 -0.4 -0.1
H -9.2892 -4.6141 4.7091 0.7 0.0 0.0
H -10.3317 -3.3201 5.0463 0.0 0.4 -0.1
H -8.8329 -2.9668 4.1147 -0.1 -0.3 -0.3
H -8.4570 -1.6040 7.4122 0.7 0.4 -0.1
H -9.3029 -1.2858 5.9725 0.3 0.2 -0.4
H -7.4834 -1.3782 5.8527 -0.1 0.2 0.1
C -8.4183 -10.3380 1.0652 -1.1 -0.1 -1.3
O -7.1207 -9.7667 1.0550 0.4 -0.5 0.5
C -6.6301 -9.0481 0.0442 -0.6 1.1 1.4
O -5.5164 -8.5956 0.1150 0.3 -0.5 -0.6
O -7.5728 -8.7269 -0.8349 0.4 -0.6 -0.5
C -7.1174 -8.0141 -1.9859 -1.6 1.8 -0.5
H -8.4354 -11.2704 1.6195 0.4 0.1 0.3
H -8.7587 -10.5656 0.0525 0.3 -0.1 0.0
H -9.1988 -9.6696 1.4302 0.4 0.3 0.4
H -8.0282 -7.7254 -2.5259 -0.1 -1.0 -0.2
H -6.4503 -8.5537 -2.6460 0.3 0.0 0.3
H -6.8360 -6.9897 -1.7367 1.2 -0.5 0.4
```
Positions in Å, forces in eV/Å.